A single C4H6O2 molecule. Source: the Open Molecules 2025 dataset; level of theory: ωB97M-V/def2-TZVPD.

```
! RIJCOSX wB97M-V def2-TZVPD def2/J DEFGRID3
* xyz 0 1
C -0.282 1.536 -0.320
C -0.814 0.314 0.412
O -1.968 0.256 0.771
C 0.119 -0.887 0.702
C 0.813 -1.376 -0.551
O 1.388 -0.639 -1.316
H 0.044 1.284 -1.334
H 0.591 1.974 0.178
H -1.082 2.278 -0.369
H 0.889 -0.577 1.423
H -0.447 -1.702 1.170
H 0.750 -2.462 -0.766
*
```

The lowest unoccupied orbital energy is 0.6 eV.

***

3 unconnected molecules or ions with the total composition C13H32BN2O5 in a non-equilibrium geometry. Source: the Open Molecules 2025 dataset; level of theory: ωB97M-V/def2-TZVPD.

```
! RIJCOSX wB97M-V def2-TZVPD def2/J DEFGRID3
* xyz 1 1
C 5.061 0.412 -1.527
C 3.838 -0.589 -1.843
O 2.653 -0.263 -1.064
B 1.942 0.820 -1.603
O 2.314 1.434 -2.812
N 0.769 1.299 -0.709
C -0.249 0.212 -0.435
C -0.386 -0.882 -1.570
N 0.230 2.547 -1.111
C -0.587 2.454 -2.072
O -1.258 2.363 -3.017
H 5.784 -0.137 -0.836
H 5.646 0.642 -2.463
H 4.733 1.328 -0.950
H 3.659 -0.728 -2.946
H 4.191 -1.603 -1.461
H 1.688 1.133 -3.509
H 1.226 1.485 0.208
H 0.126 -0.340 0.491
H -1.267 0.616 -0.124
H -0.511 -0.459 -2.619
H 0.410 -1.694 -1.525
H -1.363 -1.433 -1.361
C -0.900 4.610 0.845
C -2.195 3.832 1.010
O -2.655 3.775 2.347
C -2.965 5.020 2.961
C -4.074 5.785 2.260
H -0.131 4.227 1.521
H -0.539 4.536 -0.179
H -1.037 5.669 1.073
H -2.023 2.795 0.702
H -2.978 4.225 0.353
H -2.063 5.633 3.057
H -3.289 4.787 3.978
H -3.768 6.108 1.261
H -4.341 6.676 2.830
H -4.961 5.159 2.143
C -1.730 -6.129 1.038
C -1.087 -5.538 -0.204
O -0.353 -4.346 0.049
C 0.748 -4.460 0.940
C 1.824 -5.417 0.458
H -2.339 -5.381 1.550
H -2.361 -6.979 0.772
H -0.979 -6.481 1.749
H -1.874 -5.268 -0.911
H -0.455 -6.274 -0.710
H 0.400 -4.730 1.942
H 1.180 -3.458 1.023
H 1.462 -6.447 0.431
H 2.688 -5.386 1.125
H 2.147 -5.158 -0.553
*
```

The lowest unoccupied orbital energy is -3.8 eV.

***

A molecular structure, C2H6GdO2 in a non-equilibrium geometry. Source: the Open Molecules 2025 dataset; level of theory: ωB97M-V/def2-TZVPD.

```
! RIJCOSX wB97M-V def2-TZVPD def2/J DEFGRID3
* xyz 3 8
C -1.422 0.376 0.151
C -0.243 -0.162 -0.620
O 0.946 0.297 0.086
H -2.305 0.290 -0.496
H -1.600 -0.205 1.064
H -1.281 1.434 0.406
H -0.194 0.230 -1.643
H -0.209 -1.257 -0.627
H 1.253 -0.580 1.557
Gd 3.393 0.387 -0.528
O 1.662 -0.809 0.651
*
```

The expectation value of S² is 16.28. The lowest unoccupied orbital energy (alpha / beta) is -16.0 / -19.7 eV.

***

A single C3H2NP molecule in a non-equilibrium geometry. Source: the Open Molecules 2025 dataset; level of theory: ωB97M-V/def2-TZVPD.

```
! RIJCOSX wB97M-V def2-TZVPD def2/J DEFGRID3
* xyz 0 1
N 2.310 -1.673 0.087
C 1.267 -1.198 -0.091
C -0.115 -0.363 -0.033
C -1.759 -0.489 -0.182
P -3.297 -0.663 0.044
H -0.241 -0.047 0.981
H -0.002 0.544 -0.650
*
```

The lowest unoccupied orbital energy is -0.1 eV.

***

A gas-phase ion, CH7IN3 (charge +1) in a non-equilibrium geometry. Source: the Open Molecules 2025 dataset; level of theory: ωB97M-V/def2-TZVPD.

```
! RIJCOSX wB97M-V def2-TZVPD def2/J DEFGRID3
* xyz 1 1
N -0.836 1.233 -0.531
N -0.155 0.924 0.628
C 0.645 -0.195 0.573
N 0.153 -1.170 -0.402
I 2.962 -0.115 0.100
H -0.758 2.229 -0.681
H -1.839 1.108 -0.515
H -0.390 1.536 1.406
H 0.594 -0.804 1.751
H -0.790 -1.619 -0.127
H -0.062 -0.765 -1.333
H 0.778 -1.894 -0.586
*
```

The lowest unoccupied orbital energy is -4.2 eV.

***

Number 1: DFT total energy -306.4754 Ha. Number 2: DFT total energy -1024.8202 Ha. Number 3: DFT total energy -994.4441 Ha. Number 4: DFT total energy -511.4877 Ha. Number 5: DFT total energy -503.9228 Ha.